131
Properties=species:S:1:pos:R:3:forces:R:3 method="wB97M-V/def2-TZVPD" homo_energy_ev=-9.3
C 1.9722 1.7473 -0.9631 -0.630 -0.008 -0.084
C 1.5797 1.9567 -2.3886 0.113 -0.585 -0.754
N 2.1786 1.2859 -3.2923 0.065 0.099 0.202
C 0.4813 2.9329 -2.7680 0.015 0.221 0.851
C -0.8189 2.8162 -1.9538 0.311 -0.213 -1.872
C -1.4835 1.4938 -2.3299 -0.633 -0.204 0.799
C -2.4921 0.9287 -1.3169 0.116 -0.354 -0.663
C -3.2235 -0.2455 -1.9590 0.664 0.697 0.442
F -4.2393 0.2737 -2.7642 -0.109 -0.232 -0.200
O -0.6489 3.0281 -0.5381 -0.083 0.416 0.341
S -1.7475 4.0133 0.0694 -0.244 -0.045 0.576
O -2.3847 3.3526 1.1512 -0.282 -0.059 -0.498
O -1.2723 5.3372 0.2758 0.465 -0.285 -0.255
O -2.6638 4.0494 -1.2632 -0.107 0.007 0.183
C -1.6799 4.0211 -2.3152 0.505 0.528 0.392
F -2.2472 4.0330 -3.5314 -0.249 -0.362 0.443
H 2.6465 0.9075 -0.8799 0.343 0.098 -0.144
H 2.3855 2.6644 -0.5579 0.133 0.037 0.141
H 1.0982 1.4852 -0.3664 -0.100 0.108 0.062
H 1.8157 1.5067 -4.2188 -0.034 0.047 -0.035
H 0.8636 3.9559 -2.7360 0.157 0.025 0.210
H 0.1811 2.7404 -3.7959 0.014 -0.006 -0.140
H -2.0225 1.6664 -3.2619 0.059 0.050 -0.153
H -0.7470 0.7191 -2.5356 0.280 0.108 0.018
H -1.9793 0.5385 -0.4397 0.012 0.320 0.253
H -3.2150 1.6983 -1.0644 -0.118 -0.135 0.435
H -3.6406 -0.9194 -1.2176 -0.349 -0.052 -0.047
H -2.5045 -0.7745 -2.5778 -0.286 -0.322 -0.251
H -1.0644 4.9155 -2.1851 -0.158 0.200 -0.357
C -4.7683 -2.6181 1.3553 -0.297 -0.061 -0.303
O -4.8671 -2.7993 -0.0623 0.224 -0.020 0.079
H -3.7204 -2.4778 1.6090 0.028 -0.015 -0.066
H -5.3324 -1.7364 1.6618 0.076 -0.046 0.173
H -5.1479 -3.4916 1.8824 0.036 0.037 0.120
H -5.7969 -2.9203 -0.2729 -0.045 0.034 -0.045
C -5.8859 3.4785 -2.7195 0.163 0.085 0.068
O -5.6266 3.9221 -1.3829 -0.112 -0.279 -0.262
H -6.9451 3.6269 -2.9132 -0.015 0.022 0.033
H -5.3071 4.0604 -3.4409 -0.035 -0.018 -0.044
H -5.6454 2.4182 -2.8386 -0.016 0.014 -0.056
H -4.6855 3.7946 -1.2232 0.000 0.132 0.035
C -2.5046 -2.6725 -5.3764 0.011 -0.112 0.167
O -2.2033 -2.5777 -3.9867 0.034 -0.028 -0.196
H -2.4049 -1.6776 -5.8023 0.004 0.024 0.024
H -1.8102 -3.3469 -5.8836 -0.011 0.037 -0.069
H -3.5275 -3.0238 -5.5323 -0.003 0.038 -0.068
H -2.2959 -3.4564 -3.6111 -0.011 -0.008 0.102
C -5.6874 -6.2809 0.7779 -0.248 -0.130 0.126
O -7.0432 -5.9372 1.0681 0.130 0.036 -0.218
H -5.1663 -5.3767 0.4734 -0.046 0.029 -0.015
H -5.2025 -6.6966 1.6641 0.128 -0.015 -0.079
H -5.6460 -7.0097 -0.0383 0.193 -0.013 0.022
H -7.4952 -6.7421 1.3361 -0.095 0.031 0.079
C 4.7395 -1.4329 -1.2802 -0.312 0.001 0.002
O 3.3362 -1.2408 -1.1825 0.164 -0.116 -0.012
H 5.1996 -0.4569 -1.4152 0.000 0.006 -0.038
H 5.1301 -1.8905 -0.3678 0.141 -0.050 -0.082
H 4.9921 -2.0658 -2.1367 0.106 0.015 0.012
H 2.9305 -2.1050 -1.0487 -0.250 0.044 0.161
C 1.4809 -3.2432 1.4015 -0.193 0.013 -0.339
O 1.5468 -3.3160 -0.0250 0.114 -0.066 0.014
H 2.4806 -3.0554 1.7684 0.057 0.001 -0.026
H 0.8263 -2.4279 1.7174 0.046 -0.001 0.087
H 1.1213 -4.1855 1.8199 0.047 0.022 0.091
H 0.6647 -3.4818 -0.3644 -0.034 0.024 -0.051
C 4.3726 5.1223 -3.1193 0.020 -0.386 0.020
O 3.6980 4.1922 -2.2759 -0.067 0.263 -0.060
H 3.7725 6.0257 -3.1598 0.008 0.033 -0.011
H 5.3555 5.3707 -2.7133 0.009 0.116 -0.083
H 4.4854 4.7232 -4.1317 0.034 0.051 -0.015
H 4.2237 3.3876 -2.2328 -0.072 -0.087 0.106
C 3.9521 -2.3060 4.3105 -0.152 -0.101 0.085
O 2.8661 -3.2040 4.0942 0.142 0.073 0.078
H 4.3189 -1.9944 3.3349 -0.007 -0.025 -0.022
H 3.6271 -1.4227 4.8658 0.058 0.038 -0.021
H 4.7650 -2.7957 4.8527 0.055 0.051 -0.028
H 2.5394 -3.4827 4.9529 -0.045 -0.036 0.022
C 3.3166 8.7973 -1.3947 0.053 -0.214 0.070
O 4.3213 7.7892 -1.3899 -0.084 0.177 0.031
H 3.7545 9.6946 -1.8243 0.029 -0.002 -0.011
H 2.4587 8.4962 -2.0031 -0.031 0.076 0.003
H 2.9759 9.0208 -0.3806 -0.043 0.065 -0.026
H 3.9352 6.9945 -1.0102 0.064 -0.075 0.017
C 7.9478 -3.2844 1.1478 -0.238 -0.260 0.074
O 6.5295 -3.1085 1.2201 0.164 0.224 0.049
H 8.3983 -2.3055 1.0088 -0.038 0.027 -0.034
H 8.3278 -3.7280 2.0693 0.121 0.041 -0.034
H 8.2081 -3.9196 0.2977 0.108 0.056 -0.007
H 6.1364 -3.9763 1.3388 -0.105 -0.004 0.024
C -4.5910 -2.1073 5.3278 -0.172 -0.131 -0.044
O -5.0585 -3.0309 4.3478 0.120 0.089 0.141
H -3.6438 -1.7077 4.9750 0.008 -0.009 -0.032
H -5.2957 -1.2826 5.4585 0.055 0.044 0.032
H -4.4307 -2.6012 6.2896 0.044 0.057 0.025
H -5.8966 -3.3845 4.6555 -0.052 -0.037 -0.044
C -7.3331 -8.3289 -2.4587 -0.024 0.172 0.168
O -8.1908 -7.5536 -1.6301 0.101 -0.164 -0.058
H -7.9607 -8.9430 -3.0991 -0.025 -0.002 0.001
H -6.7076 -7.6884 -3.0869 0.021 -0.064 -0.048
H -6.6913 -8.9841 -1.8620 0.021 -0.049 -0.071
H -7.6363 -7.0087 -1.0642 -0.114 0.205 0.073
C -4.6813 6.0769 1.5164 0.161 -0.195 0.210
O -4.8219 5.7885 2.9042 -0.047 0.120 -0.056
H -5.4572 6.7866 1.2424 -0.034 -0.003 0.034
H -3.7014 6.5184 1.3137 -0.035 0.026 -0.125
H -4.8082 5.1683 0.9222 -0.041 0.077 -0.108
H -4.1360 5.1576 3.1365 0.007 -0.058 0.020
C 9.4294 -3.8187 5.4218 0.100 -0.164 -0.101
O 9.5222 -4.4133 4.1300 -0.060 0.089 0.095
H 8.7370 -2.9841 5.3493 -0.012 0.006 -0.033
H 9.0491 -4.5327 6.1566 -0.024 0.059 0.047
H 10.4014 -3.4455 5.7531 -0.035 0.051 0.050
H 10.1339 -5.1507 4.1912 0.025 -0.047 -0.060
C 4.3617 2.8052 2.0168 0.080 -0.183 -0.234
O 4.3686 2.1917 0.7382 0.008 0.146 0.325
H 3.6831 3.6549 1.9743 -0.008 0.014 0.010
H 4.0081 2.1119 2.7870 -0.011 0.067 0.072
H 5.3591 3.1656 2.2899 -0.029 0.054 0.079
H 4.9781 1.4435 0.7787 0.211 0.033 -0.229
C 7.7499 0.7048 1.3486 -0.161 -0.068 0.021
O 6.6119 0.3513 0.5673 -0.021 -0.016 0.245
H 8.1536 1.6272 0.9398 -0.022 0.014 -0.029
H 7.4757 0.8703 2.3940 0.068 0.021 0.015
H 8.5165 -0.0709 1.2967 0.045 0.048 0.021
H 6.2463 -0.4694 0.9199 0.099 -0.146 -0.141
C -6.0609 0.5517 0.1681 -0.108 0.235 -0.141
O -6.8002 1.7581 0.1088 0.017 -0.233 -0.101
H -6.5091 -0.0699 0.9414 -0.024 0.026 0.011
H -6.0953 0.0104 -0.7837 0.070 -0.050 0.059
H -5.0141 0.7386 0.4360 0.021 -0.099 0.018
H -6.4111 2.3217 -0.5769 -0.051 0.199 0.337